No. 1
C7H23N7O4Pb as an isolated structure at a distorted geometry. Source: the OMol25 dataset; level of theory: ωB97M-V with the def2-TZVPD basis set.

expectation value of S²	0.753
total charge	+1
HOMO energy (alpha / beta)	-6.705 / -11.595	eV
E	-31495.0961	eV
2S+1	2

```
42
C7H23N7O4Pb (ωB97M-V with the def2-TZVPD basis set)
Pb 0.63 -0.29 0.57
C -1.04 1.26 3.36
O -0.28 0.80 2.54
N -1.29 2.57 3.42
N -1.73 0.60 4.24
H -0.73 3.22 2.88
H -1.93 2.88 4.13
H -2.52 1.05 4.70
H -1.58 -0.39 4.33
C 1.69 -0.41 -2.95
O 1.41 -0.43 -1.78
N 1.27 0.49 -3.83
N 2.51 -1.16 -3.65
H 0.63 1.23 -3.58
H 1.70 0.46 -4.75
H 2.58 -0.95 -4.64
H 3.04 -1.83 -3.12
C 2.63 -2.31 2.49
O 2.32 -1.93 1.44
N 2.36 -3.47 2.93
N 3.16 -1.54 3.33
H 2.47 -3.61 3.93
H 1.96 -4.18 2.33
H 3.41 -0.67 2.89
H 3.40 -1.87 4.25
C -2.26 2.67 -1.75
C -1.67 1.50 -0.97
C -1.72 0.16 -1.78
O -1.14 -0.98 -1.10
C -1.24 -2.24 -1.76
N -0.36 1.84 -0.46
H -1.74 2.90 -2.68
H -2.31 3.57 -1.14
H -3.24 2.41 -2.14
H -2.25 1.31 -0.07
H -1.20 0.22 -2.73
H -2.75 -0.13 -1.99
H -2.27 -2.59 -1.89
H -0.56 -2.90 -1.21
H -0.80 -2.18 -2.76
H -0.53 2.56 0.23
H -0.01 2.36 -1.25
```

***

No. 2
A 6-piece molecular cluster, C7H24NO5 overall at a distorted geometry. Source: the OMol25 dataset; level of theory: ωB97M-V with the def2-TZVPD basis set.

ΔE to the lowest compared entry with this formula, charge and spin	3.056	eV
total charge	+1
HOMO energy	-12.020	eV
E	-19367.4919	eV

```
37
C7H24NO5 (ωB97M-V with the def2-TZVPD basis set)
C -1.89 0.97 -1.18
C -1.31 -0.45 -0.81
C -0.44 -0.29 0.47
C 0.05 -1.48 1.36
C -0.08 -2.77 1.03
C 0.02 -0.11 3.63
C 0.62 -0.93 2.71
N -0.51 -0.99 -1.94
H -1.11 1.74 -0.87
H -2.28 0.95 -2.35
H -2.75 1.16 -0.71
H -2.02 -1.31 -0.51
H 0.49 0.28 0.22
H -1.19 0.22 1.16
H 0.31 -3.60 1.66
H -0.54 -3.17 0.08
H 0.57 0.22 4.53
H -0.84 0.37 3.38
H 1.42 -1.60 2.97
H 0.35 -0.34 -2.03
H -0.98 -1.06 -2.82
H -0.04 -1.93 -1.70
H 2.91 2.76 1.89
H 2.33 1.47 1.16
O 2.19 2.39 1.37
H 1.52 1.36 -3.13
H 1.29 1.83 -1.80
O 1.26 0.97 -2.32
H 2.86 -2.31 -1.95
H 2.00 -1.42 -2.83
O 2.03 -1.82 -1.98
H 1.70 3.04 -0.02
H 1.98 3.97 -1.25
O 1.43 3.19 -0.97
H -4.43 -0.07 0.79
H -3.41 -0.66 1.81
O -3.53 -0.61 0.95
```

***

No. 3
A 5-piece molecular cluster, C7H25N7O5 overall at a distorted geometry. Source: the OMol25 dataset; level of theory: ωB97M-V with the def2-TZVPD basis set.

ΔE to the lowest compared entry with this formula, charge and spin	1.517	eV
HOMO energy	-9.294	eV
E	-28334.0202	eV
structure (SMILES)	COC[C@H](C)N.NC(N)=O.NC(N)=O.NC(N)=O.O

```
44
C7H25N7O5 (ωB97M-V with the def2-TZVPD basis set)
C 0.94 -3.35 2.55
O 1.48 -2.49 1.61
C 1.25 -3.02 0.22
C 1.97 -2.20 -0.82
C 1.40 -0.69 -0.98
N 1.98 -2.79 -2.17
H 1.40 -4.33 2.72
H -0.10 -3.42 2.23
H 0.86 -2.81 3.49
H 1.62 -4.03 0.04
H 0.17 -3.15 0.16
H 3.01 -2.19 -0.50
H 1.77 -0.21 -1.88
H 1.53 -0.08 -0.09
H 0.34 -0.75 -1.23
H 2.36 -2.19 -2.89
H 2.66 -3.52 -2.29
N -1.11 1.77 0.54
C -1.74 1.54 -0.58
N -1.13 2.29 -1.50
O -2.72 0.78 -0.79
H -1.56 1.39 1.36
H -0.17 2.15 0.59
H -0.33 2.89 -1.34
H -1.37 2.01 -2.44
N 2.88 5.19 -1.54
C 2.01 4.27 -1.83
N 2.08 3.83 -3.05
O 1.29 3.75 -1.00
H 3.50 5.65 -2.20
H 2.99 5.51 -0.59
H 2.79 4.16 -3.69
H 1.42 3.19 -3.46
N -2.38 -1.13 4.22
C -2.23 -0.49 3.10
N -2.45 -1.24 2.04
O -1.92 0.67 3.09
H -2.58 -2.12 4.19
H -2.20 -0.67 5.10
H -2.38 -0.68 1.20
H -3.04 -2.05 2.17
O -4.86 -0.73 -1.53
H -4.11 -0.13 -1.48
H -5.34 -0.57 -0.72
```

***

No. 4
A 7-piece molecular cluster, C7H27ClN7O6 overall at a distorted geometry. Source: the OMol25 dataset; level of theory: ωB97M-V with the def2-TZVPD basis set.

ΔE to the lowest compared entry with this formula, charge and spin	0.000	eV
total charge	-1
HOMO energy	-6.685	eV
E	-42941.8122	eV

```
48
C7H27ClN7O6 (ωB97M-V with the def2-TZVPD basis set)
Cl 20.50 2.24 18.39
C 18.29 0.14 21.38
O 17.70 -0.12 22.45
N 18.36 1.39 20.87
N 18.98 -0.81 20.70
H 17.84 2.10 21.34
H 18.85 1.55 20.00
H 18.86 -1.78 20.94
H 19.23 -0.65 19.74
C 22.23 0.95 14.86
O 22.44 0.74 13.67
N 21.00 0.98 15.43
N 23.26 1.23 15.75
H 20.88 1.24 16.39
H 20.23 0.69 14.86
H 24.19 1.24 15.39
H 22.98 1.60 16.64
C 21.51 5.98 17.22
O 21.64 7.18 16.94
N 22.33 5.03 16.71
N 20.52 5.53 18.03
H 21.99 4.09 16.63
H 23.01 5.38 16.05
H 20.44 4.56 18.30
H 19.88 6.23 18.36
C 21.59 4.91 21.24
C 21.96 4.05 22.45
C 21.07 4.26 23.65
O 21.60 3.57 24.77
C 20.99 3.99 25.96
N 21.90 2.63 21.98
H 22.30 4.80 20.43
H 21.72 5.96 21.56
H 20.54 4.90 20.95
H 22.99 4.25 22.77
H 20.03 3.97 23.52
H 21.12 5.35 23.85
H 19.99 3.55 26.08
H 20.85 5.08 26.05
H 21.64 3.69 26.78
H 22.79 2.30 21.61
H 21.39 2.72 21.11
O 17.67 3.71 17.74
H 18.59 3.39 17.85
H 17.72 4.66 17.92
O 22.42 -0.26 19.41
H 22.21 -0.86 18.69
H 21.94 0.56 19.18
```

***

No. 5
A 7-piece molecular cluster, C7H27NO6 overall at a distorted geometry. Source: the OMol25 dataset; level of theory: ωB97M-V with the def2-TZVPD basis set.

ΔE to the lowest compared entry with this formula, charge and spin	3.226	eV
HOMO energy	-8.786	eV
E	-21470.0180	eV
structure (SMILES)	CCCN1CCCC1.O.O.O.O.O.O

```
41
C7H27NO6 (ωB97M-V with the def2-TZVPD basis set)
C 2.16 -1.95 0.50
C 1.43 -0.72 -0.09
C 0.33 -0.94 -1.08
N -0.99 -0.67 -0.38
C -1.73 -1.90 -0.08
C -3.18 -1.66 -0.27
C -3.32 -0.25 -1.09
C -1.81 0.23 -1.18
H 1.71 -2.37 1.42
H 3.12 -1.50 0.85
H 2.26 -2.82 -0.28
H 2.22 0.02 -0.45
H 1.19 0.02 0.75
H 0.36 -1.98 -1.40
H 0.48 -0.38 -2.03
H -1.56 -2.29 0.95
H -1.41 -2.69 -0.82
H -3.91 -1.57 0.54
H -3.65 -2.53 -0.79
H -3.85 0.43 -0.36
H -3.66 -0.05 -2.12
H -1.44 0.34 -2.21
H -1.77 1.23 -0.73
O 1.25 2.44 1.47
H 1.01 3.36 1.55
H 0.77 1.98 2.15
O 2.69 2.04 -0.78
H 2.01 2.22 -0.04
H 3.19 1.34 -0.35
O -0.45 -0.83 2.73
H -0.74 -1.73 2.44
H -0.43 -0.27 1.87
O -0.25 3.88 -0.70
H -0.55 3.60 -1.56
H -1.03 4.06 -0.15
O 1.95 -0.46 3.63
H 0.97 -0.43 3.34
H 2.17 -1.37 3.43
O 1.17 1.49 -2.94
H 1.58 0.91 -3.59
H 1.70 1.77 -2.17
```

***

No. 6
C7H28AlCl4N14O7 as an isolated structure at a distorted geometry. Source: the OMol25 dataset; level of theory: ωB97M-V with the def2-TZVPD basis set.

total charge	-1
HOMO energy	-5.644	eV
E	-99596.6153	eV

```
61
C7H28AlCl4N14O7 (ωB97M-V with the def2-TZVPD basis set)
Al 1.44 -1.14 -0.04
Cl 4.21 -0.93 -2.24
Cl 1.17 -3.82 -2.38
Cl 3.88 -3.46 1.04
Cl -0.03 -2.52 3.03
C -2.10 -2.67 -0.55
O -1.25 -1.81 -0.58
N -1.71 -3.93 -0.55
N -3.38 -2.32 -0.56
H -0.78 -4.10 -0.90
H -2.40 -4.64 -0.36
H -3.82 -1.41 -0.49
H -3.97 -3.13 -0.63
C -1.62 1.06 0.92
O -0.39 0.85 0.87
N -2.49 0.47 1.63
N -2.11 1.79 0.04
H -3.46 0.67 1.41
H -2.16 -0.15 2.35
H -1.51 1.98 -0.75
H -3.12 1.76 0.01
C 3.39 2.27 1.25
O 2.98 1.25 0.71
N 3.70 3.35 0.67
N 3.55 2.31 2.51
H 3.84 4.19 1.21
H 3.42 3.54 -0.29
H 3.74 3.20 2.95
H 3.53 1.46 3.06
C 0.94 -0.53 -4.90
O 2.10 -0.80 -5.10
N 0.26 0.49 -5.29
N 0.19 -1.35 -4.29
H -0.69 0.70 -5.01
H 0.78 1.13 -5.87
H -0.82 -1.31 -4.19
H 0.59 -2.20 -3.92
C -0.36 4.43 2.77
O -1.37 4.29 3.46
N 0.10 5.62 2.32
N 0.29 3.38 2.38
H 0.96 5.53 1.81
H -0.28 6.53 2.55
H 1.18 3.40 1.90
H -0.09 2.58 2.85
C -2.01 -6.34 2.73
O -2.68 -7.31 2.61
N -1.29 -5.82 1.76
N -2.02 -5.58 3.78
H -0.68 -5.06 2.03
H -1.05 -6.26 0.88
H -1.37 -4.82 3.82
H -2.67 -5.69 4.55
C 0.97 2.04 -2.06
O 0.69 0.84 -2.09
N 0.66 2.85 -1.10
N 1.23 2.73 -3.14
H 0.89 3.82 -1.24
H 0.34 2.57 -0.18
H 1.28 3.74 -3.12
H 1.43 2.24 -4.00
```